A molecular structure, C48H119AsF6N2O30P7 in a non-equilibrium geometry, computed with the ωB97M-V functional and the def2-TZVPD basis.

Atoms and positions in Å:
1 As -3.8339 27.0459 -27.9742
2 F -5.0819 26.9684 -26.6674
3 F -5.1463 26.3903 -28.9997
4 F -2.6153 27.1296 -29.3377
5 F -2.6067 27.7280 -26.8405
6 F -3.2922 25.3353 -27.7137
7 F -4.4150 28.7050 -28.3770
8 C -4.8359 31.3135 -30.5619
9 O -4.2738 31.9640 -31.4457
10 N -5.7815 31.8696 -29.7460
11 C -6.7623 31.0796 -29.0471
12 C -6.0038 33.3447 -29.7653
13 H -4.6288 30.2535 -30.3483
14 H -6.9882 31.6602 -28.1526
15 H -6.3671 30.1010 -28.7746
16 H -7.6053 30.8680 -29.7048
17 H -6.6443 33.5435 -30.6246
18 H -6.4822 33.8211 -28.9097
19 H -5.1075 33.8771 -30.0835
20 C 1.0820 29.5858 -22.9420
21 O 1.8387 30.3427 -22.3159
22 N -0.2080 29.9281 -23.1373
23 C -0.7322 31.2243 -22.7882
24 C -1.1177 28.9594 -23.7248
25 H 1.3842 28.6372 -23.4122
26 H -1.1941 31.6516 -23.6783
27 H 0.0207 31.8942 -22.3730
28 H -1.4987 31.0812 -22.0266
29 H -0.8299 27.9107 -23.6502
30 H -2.0740 28.9849 -23.2023
31 H -1.1826 29.1854 -24.7891
32 C -7.3528 32.9191 -20.0407
33 C -6.7532 31.9356 -21.1136
34 O -6.9145 32.6782 -22.2292
35 P -6.9594 32.1393 -23.7396
36 O -7.1990 33.1177 -24.8270
37 O -5.5783 31.3172 -23.9272
38 C -5.3224 30.4408 -25.0245
39 C -3.9789 30.7267 -25.5681
40 O -8.0881 30.9366 -23.6893
41 C -9.3586 31.0330 -24.1801
42 C -10.2205 31.9307 -23.2136
43 H -6.8907 33.9062 -20.0425
44 H -8.3780 33.0639 -20.3815
45 H -7.2258 32.4967 -19.0439
46 H -5.6928 31.7206 -20.9811
47 H -7.1911 30.9388 -21.1665
48 H -5.2715 29.4352 -24.6068
49 H -6.0397 30.5736 -25.8343
50 H -3.1767 30.3566 -24.9296
51 H -3.8279 30.2201 -26.5213
52 H -3.9431 31.8100 -25.6836
53 H -9.2649 31.5180 -25.1517
54 H -9.8007 30.0371 -24.2099
55 H -11.1517 32.1338 -23.7424
56 H -10.4542 31.4558 -22.2607
57 H -9.7272 32.8826 -23.0174
58 C 5.0872 23.5348 -24.5513
59 C 3.9004 24.4239 -24.2831
60 O 4.4234 25.6762 -24.6100
61 P 4.0486 26.4773 -25.9884
62 O 4.5792 25.8985 -27.2543
63 O 2.4661 26.7314 -25.8392
64 C 1.9095 27.1815 -27.0282
65 C 0.4429 26.9035 -26.8920
66 O 4.6450 27.9655 -25.6814
67 C 4.2315 28.5334 -24.4293
68 C 5.4506 29.0456 -23.5180
69 H 4.8723 22.5988 -24.0358
70 H 5.3303 23.2092 -25.5627
71 H 5.9148 24.0132 -24.0275
72 H 3.0146 24.1032 -24.8314
73 H 3.5518 24.3697 -23.2518
74 H 2.1019 28.2470 -27.1544
75 H 2.3111 26.6349 -27.8815
76 H 0.3788 25.8361 -26.6810
77 H 0.0223 27.4772 -26.0660
78 H -0.0412 27.2590 -27.8016
79 H 3.5825 29.3555 -24.7308
80 H 3.5901 27.9052 -23.8112
81 H 5.0933 29.4328 -22.5638
82 H 6.1641 28.2344 -23.3733
83 H 5.9974 29.8377 -24.0296
84 C 0.1862 27.8813 -31.4081
85 C 0.9116 29.2496 -31.3754
86 O -0.0374 30.1574 -31.8422
87 P -0.5186 31.3471 -30.9249
88 O -1.3337 32.3681 -31.6462
89 O -1.2029 30.6017 -29.6004
90 C -0.6388 30.8794 -28.2602
91 C -0.9602 32.3366 -27.9366
92 O 0.8503 31.9933 -30.2685
93 C 1.6418 32.7844 -31.0902
94 C 2.4240 31.8790 -32.0578
95 H -0.7086 27.8900 -30.7857
96 H -0.1234 27.5955 -32.4133
97 H 0.7541 27.0463 -30.9977
98 H 1.3788 29.5260 -30.4302
99 H 1.7281 29.3178 -32.0943
100 H -1.1009 30.2881 -27.4698
101 H 0.4310 30.6779 -28.2050
102 H -1.9732 32.5463 -28.2802
103 H -0.7122 32.5530 -26.8975
104 H -0.4894 33.0665 -28.5952
105 H 1.0605 33.4639 -31.7136
106 H 2.2671 33.4136 -30.4568
107 H 1.8374 31.5182 -32.9026
108 H 3.2464 32.4644 -32.4690
109 H 3.0348 31.1035 -31.5956
110 C -2.6940 23.4880 -30.6831
111 C -2.1248 22.4725 -29.6879
112 O -1.0877 21.6942 -30.2357
113 P -1.3956 20.2827 -30.9392
114 O -2.2795 19.3680 -30.1842
115 O -1.9736 20.7111 -32.3962
116 C -2.5270 19.7019 -33.2897
117 C -3.1251 20.4496 -34.4860
118 O 0.0138 19.6897 -31.3178
119 C 0.9686 20.5638 -31.9320
120 C 0.6782 20.9587 -33.4023
121 H -3.4926 24.1185 -30.2922
122 H -1.9160 24.1261 -31.1023
123 H -3.0780 22.8738 -31.4976
124 H -1.6605 22.9723 -28.8378
125 H -2.9106 21.8951 -29.2008
126 H -1.8249 18.9394 -33.6270
127 H -3.3531 19.2327 -32.7554
128 H -3.4967 19.6943 -35.1784
129 H -3.9093 21.1005 -34.0994
130 H -2.3707 21.1047 -34.9218
131 H 1.2214 21.4115 -31.2952
132 H 1.8640 19.9502 -32.0315
133 H -0.1000 21.7206 -33.4463
134 H 1.6164 21.3975 -33.7419
135 H 0.3981 20.1122 -34.0292
136 C -12.4291 22.5144 -23.5696
137 C -11.2613 22.2613 -24.4904
138 O -10.2750 22.7357 -23.7384
139 P -8.7417 22.8142 -24.2628
140 O -8.4514 21.8256 -25.3782
141 O -8.5821 24.4039 -24.6104
142 C -7.3641 25.0596 -24.9914
143 C -6.4646 25.2517 -23.7743
144 O -7.8259 22.6585 -22.9462
145 C -7.6797 21.3355 -22.4490
146 C -6.5535 21.3912 -21.4348
147 H -12.4867 23.5658 -23.2878
148 H -13.3815 22.1793 -23.9804
149 H -12.2236 21.9106 -22.6856
150 H -11.1464 21.1863 -24.6295
151 H -11.3634 22.6758 -25.4934
152 H -6.8342 24.5845 -25.8169
153 H -7.6423 26.0457 -25.3635
154 H -7.1337 25.6873 -23.0323
155 H -6.1213 24.3055 -23.3560
156 H -5.6766 25.9879 -23.9327
157 H -8.5948 21.0718 -21.9187
158 H -7.4410 20.6325 -23.2471
159 H -6.3629 20.3680 -21.1109
160 H -5.6243 21.6793 -21.9265
161 H -6.6057 22.0304 -20.5535
162 C 1.8152 29.1958 -35.5053
163 C 0.5022 29.9072 -35.7952
164 O -0.5529 29.3339 -35.0205
165 P -2.0810 29.8449 -35.1211
166 O -2.2514 31.2146 -34.5244
167 O -2.4764 29.7311 -36.6651
168 C -3.7522 30.0158 -37.1714
169 C -3.9428 31.4445 -37.4168
170 O -2.9172 28.6738 -34.3719
171 C -3.1466 28.6664 -32.9653
172 C -3.6442 27.2864 -32.5146
173 H 1.9184 29.1786 -34.4203
174 H 1.7570 28.1486 -35.8022
175 H 2.7034 29.6493 -35.9452
176 H 0.6261 30.9186 -35.4082
177 H 0.3487 29.8873 -36.8742
178 H -3.8586 29.4227 -38.0797
179 H -4.5584 29.5753 -36.5847
180 H -3.4840 31.7896 -38.3434
181 H -5.0128 31.6400 -37.4878
182 H -3.6693 32.1440 -36.6269
183 H -2.1251 28.8031 -32.6106
184 H -3.7032 29.5436 -32.6353
185 H -4.5324 26.9384 -33.0419
186 H -2.8008 26.5982 -32.4572
187 H -3.8448 27.2685 -31.4434
188 C -4.7954 22.3409 -26.5717
189 C -5.0513 21.7505 -25.1847
190 O -3.9280 21.8805 -24.3420
191 P -3.1558 20.5991 -23.6862
192 O -2.0951 20.9502 -22.6606
193 O -4.3486 19.5862 -23.1365
194 C -4.1530 18.1659 -23.0846
195 C -3.1134 17.5478 -22.2039
196 O -2.5782 19.7578 -24.9791
197 C -1.5436 20.2914 -25.7332
198 C -1.7294 19.8778 -27.1862
199 H -5.6011 22.0342 -27.2388
200 H -4.5546 23.4024 -26.6285
201 H -3.9420 21.7909 -26.9682
202 H -5.9018 22.2871 -24.7642
203 H -5.4115 20.7463 -25.4083
204 H -5.0545 17.6912 -22.6971
205 H -3.9360 17.7533 -24.0698
206 H -3.3651 17.6496 -21.1483
207 H -3.0239 16.4958 -22.4752
208 H -2.1660 18.0533 -22.3906
209 H -1.3398 21.3413 -25.5229
210 H -0.6244 19.7954 -25.4212
211 H -1.6840 18.7897 -27.2328
212 H -2.7478 20.0284 -27.5443
213 H -0.9834 20.2819 -27.8704

LUMO energy (spin up / spin down) ... -0.0363 / -0.2108 hartree
Largest force on an atom ... 6.257 eV/A
Expectation value of S² ... 0.7833
Multiplicity ... 2